Entry from the Open Molecules 2025 dataset: 2 unconnected molecules or ions with the total composition C5H9NO4S at a distorted geometry (ωB97M-V/def2-TZVPD).

Geometry (Å):
C  1.808  4.104  -0.061
C  -0.146  0.450  1.174
C  -0.694  -2.912  -0.306
C  -0.624  -0.258  -0.115
C  -0.120  -1.666  -0.226
N  1.761  3.157  -1.082
O  2.522  3.724  0.923
O  1.350  5.265  -0.170
O  1.518  3.376  -3.697
O  0.456  1.539  -2.536
S  0.685  2.987  -2.530
H  -0.388  -0.143  2.006
H  0.903  0.833  1.101
H  -0.708  1.403  1.081
H  -1.778  -3.217  -0.037
H  -0.165  -3.751  -0.550
H  2.015  2.293  -0.654
H  -1.751  -0.053  -0.150
H  -0.418  0.207  -1.052
H  0.909  -1.596  -0.500

Computed properties:
Net charge ... -2
Molecular weight ... 179.20 g mol⁻¹
Relative energy (zero: lowest compared OMol25 entry of this formula, charge and spin) ... 0.0 kJ/mol

Here are the Mulliken charges for atoms 1 to 4, given in e:
1. C 0.5120
2. C -0.9986
3. C -0.7361
4. C 0.0859

***

Entry from the Open Molecules 2025 dataset: a molecular structure, C5H9NO4SSn at a distorted geometry (ωB97M-V/def2-TZVPD).

Geometry (Å):
C  -2.374  -0.082  -1.550
O  -1.561  0.827  -0.800
C  -1.272  0.425  0.490
C  0.204  0.036  0.635
S  0.234  -1.119  2.166
O  0.855  -0.811  -0.361
C  2.123  -0.770  0.108
O  2.887  -1.751  0.142
O  2.451  0.360  0.635
C  1.236  1.180  0.612
N  1.226  1.875  -0.652
H  -1.792  -0.934  -1.899
H  -2.708  0.456  -2.424
H  -3.226  -0.426  -0.974
H  -1.407  1.279  1.158
H  -1.921  -0.358  0.871
H  -0.549  -2.071  1.615
H  1.171  1.926  1.394
H  1.996  1.587  -1.237
H  0.361  1.738  -1.166
Sn  2.066  -3.367  1.237

Computed properties:
Net charge ... +2
Molecular weight ... 297.91 g mol⁻¹

Here are the Mulliken charges for atoms 1 to 4, given in e:
1. C -0.7206
2. O -0.3252
3. C -0.7771
4. C 0.4852

***

Entry from the Open Molecules 2025 dataset: a single C5H9NO5 molecule at a distorted geometry (ωB97M-V/def2-TZVPD).

Geometry (Å):
C  -2.326  -0.440  0.247
N  -0.939  -0.410  -0.222
C  -0.206  0.760  -0.449
C  1.227  0.400  0.090
O  0.879  0.495  1.439
O  2.306  1.302  -0.309
C  1.451  -1.092  -0.223
O  1.805  -1.249  -1.556
O  2.307  -1.658  0.669
C  -0.292  -1.470  0.185
O  -0.567  -2.606  0.551
H  -2.508  0.183  1.137
H  -3.078  -0.226  -0.498
H  -2.520  -1.474  0.515
H  -0.559  1.581  0.143
H  -0.265  1.010  -1.483
H  1.528  0.056  2.004
H  2.874  1.495  0.527
H  2.415  -0.532  -1.729
H  2.091  -2.577  1.007

Computed properties:
SMILES ... CN1CC(O)(O)C(O)(O)C1=O
Molecular weight ... 163.13 g mol⁻¹
Relative energy (zero: lowest compared OMol25 entry of this formula, charge and spin) ... 61.8 kJ/mol

Here are the Mulliken charges for atoms 1 to 4, given in e:
1. C -1.0895
2. N 0.1068
3. C -0.7879
4. C 0.3065

***

Entry from the Open Molecules 2025 dataset: a single C5H9NO7 molecule at a distorted geometry (ωB97M-V/def2-TZVPD).

Geometry (Å):
O  1.415  1.060  2.245
C  0.690  0.670  1.404
O  -0.208  1.704  0.905
N  0.888  1.499  0.021
O  1.826  2.459  0.241
C  0.554  1.317  -1.371
O  -0.662  0.775  -1.533
C  -0.794  -0.648  -1.199
O  -1.759  -1.212  -1.905
C  -1.053  -0.805  0.347
O  -1.560  -2.116  0.475
C  0.287  -0.707  1.134
O  1.347  -1.400  0.582
H  2.361  2.226  1.005
H  0.502  2.364  -1.832
H  1.490  0.686  -1.842
H  0.229  -1.049  -1.486
H  -2.598  -1.228  -1.326
H  -1.671  -0.040  0.693
H  -2.424  -2.179  0.975
H  0.127  -1.096  2.171
H  1.015  -2.278  0.294

Computed properties:
SMILES ... [O-][C@@]12O[N@+]1(O)CO[C@H](O)[C@@H](O)[C@H]2O
Molecular weight ... 195.13 g mol⁻¹
Relative energy (zero: lowest compared OMol25 entry of this formula, charge and spin) ... 334.3 kJ/mol

Here are the Mulliken charges for atoms 1 to 4, given in e:
1. O -0.7573
2. C 0.7960
3. O -0.5696
4. N 0.6085

***

Entry from the Open Molecules 2025 dataset: a single C5H9NOS molecule at a distorted geometry (ωB97M-V/def2-TZVPD).

Geometry (Å):
C  -0.585  0.632  0.547
C  0.520  1.234  0.136
C  -1.923  1.104  -0.041
C  -3.161  0.546  0.595
C  2.006  -0.851  -0.757
N  3.136  1.777  -0.033
O  -1.861  1.761  -1.068
S  2.159  0.735  0.617
H  -0.701  -0.146  1.296
H  0.442  1.951  -0.794
H  -3.556  0.926  1.586
H  -2.854  -0.512  0.882
H  -3.912  0.730  -0.040
H  1.617  -0.414  -1.597
H  1.349  -1.727  -0.437
H  3.001  -0.946  -0.643
H  4.096  1.504  0.273

Computed properties:
Molecular weight ... 131.20 g mol⁻¹
Relative energy (zero: lowest compared OMol25 entry of this formula, charge and spin) ... 459.2 kJ/mol

Here are the Mulliken charges for atoms 1 to 4, given in e:
1. C -0.2803
2. C -0.2378
3. C 0.8745
4. C -1.2352

***

Entry from the Open Molecules 2025 dataset: a molecular structure, C5H9NOS at a distorted geometry (ωB97M-V/def2-TZVPD).

Geometry (Å):
C  0.549  -2.365  0.602
C  0.175  -0.769  0.774
C  0.306  1.454  0.343
C  -0.335  0.294  -0.324
C  -1.856  0.514  -0.259
H  1.271  -2.640  -0.104
H  0.586  -2.818  1.493
H  -0.351  -2.827  -0.056
H  1.341  1.828  -0.109
H  -0.362  2.262  0.420
H  -2.393  -0.422  -0.489
H  -1.956  0.660  0.742
H  -2.482  1.411  -0.573
H  -1.224  0.070  -2.743
N  0.367  -0.230  1.868
O  0.533  1.203  1.769
S  0.356  -0.020  -2.039

Computed properties:
Molecular weight ... 131.20 g mol⁻¹
Relative energy (zero: lowest compared OMol25 entry of this formula, charge and spin) ... 547.8 kJ/mol

Here are the Mulliken charges for atoms 1 to 4, given in e:
1. C -1.1474
2. C 0.4366
3. C -0.7912
4. C 1.1500

***

Entry from the Open Molecules 2025 dataset: a single C5H9NOS molecule at a distorted geometry (ωB97M-V/def2-TZVPD).

Geometry (Å):
O  0.121  2.271  -0.222
C  0.236  1.071  0.402
C  -1.151  0.458  0.490
N  -1.583  0.026  -0.861
C  -1.086  -0.944  0.107
C  0.375  -1.353  -0.119
C  1.074  -0.007  -0.362
S  2.852  0.130  -0.175
H  -0.431  2.103  -1.050
H  0.715  1.161  1.394
H  -1.964  0.869  1.103
H  -2.583  -0.057  -0.824
H  -1.809  -1.538  0.710
H  0.785  -1.747  0.828
H  0.523  -2.059  -0.930
H  0.946  0.231  -1.427
H  2.980  -0.615  0.937

Computed properties:
SMILES ... O[C@H]1[C@H]2N[C@H]2C[C@@H]1S
Molecular weight ... 131.20 g mol⁻¹
Relative energy (zero: lowest compared OMol25 entry of this formula, charge and spin) ... 183.9 kJ/mol

Here are the Mulliken charges for atoms 1 to 4, given in e:
1. O -0.5646
2. C -0.3085
3. C -0.2470
4. N -0.6025

***

Entry from the Open Molecules 2025 dataset: a single C5H9NOS molecule at a distorted geometry (ωB97M-V/def2-TZVPD).

Geometry (Å):
C  0.544  -0.245  -0.225
C  -0.636  -0.007  -0.823
C  -0.403  -1.759  1.081
C  -0.818  0.867  -2.058
C  1.641  1.442  1.594
N  -1.364  -2.048  -0.013
O  -1.774  -0.823  -0.576
S  2.024  0.541  0.056
H  0.240  -2.520  1.306
H  -0.807  -0.913  1.617
H  0.045  1.540  -2.136
H  -1.821  1.405  -1.958
H  -0.810  0.165  -2.959
H  1.472  0.828  2.536
H  0.848  2.194  1.405
H  2.528  1.919  1.846
H  -0.909  -2.586  -0.693

Computed properties:
Molecular weight ... 131.20 g mol⁻¹
Relative energy (zero: lowest compared OMol25 entry of this formula, charge and spin) ... 563.9 kJ/mol

Here are the Mulliken charges for atoms 1 to 4, given in e:
1. C -0.2460
2. C 0.5983
3. C -0.6623
4. C -0.9930

***

Entry from the Open Molecules 2025 dataset: a single C5H9NOS molecule at a distorted geometry (ωB97M-V/def2-TZVPD).

Geometry (Å):
H  -1.305  2.777  -1.024
N  -0.425  2.362  -0.960
C  -0.507  1.284  -0.341
S  -2.028  0.778  0.493
C  -1.767  -1.033  0.497
C  -0.792  -1.319  -0.668
O  0.502  -0.967  -0.310
C  0.742  0.411  -0.207
C  1.341  0.808  1.111
H  -2.700  -1.581  0.229
H  -1.333  -1.479  1.439
H  -0.884  -2.498  -0.641
H  -1.163  -0.868  -1.619
H  1.408  0.911  -0.957
H  0.744  0.367  1.900
H  1.517  1.900  1.321
H  2.314  0.342  1.029

Computed properties:
SMILES ... [H]/N=C1\SCCO[C@@H]1C
Molecular weight ... 131.20 g mol⁻¹
Relative energy (zero: lowest compared OMol25 entry of this formula, charge and spin) ... 191.7 kJ/mol

Here are the Mulliken charges for atoms 1 to 4, given in e:
1. H 0.2703
2. N -0.7014
3. C 0.3329
4. S -0.1754

***

Entry from the Open Molecules 2025 dataset: a molecular structure, C5H9NOS at a distorted geometry (ωB97M-V/def2-TZVPD).

Geometry (Å):
C  -1.518  -0.605  -0.810
C  -0.293  -1.107  1.500
C  0.728  0.044  1.683
C  0.136  0.735  0.429
C  1.212  0.592  -0.701
H  -2.065  -1.657  -0.859
H  -0.582  -0.686  -1.807
H  -2.192  0.392  -1.160
H  -1.018  -1.529  2.146
H  0.177  -1.993  1.076
H  -0.043  1.881  0.348
H  2.173  0.994  -0.409
H  1.507  -0.330  -1.036
H  0.159  2.052  -1.676
N  -1.017  -0.179  0.526
O  0.658  1.073  -1.964
S  1.978  0.323  2.712

Computed properties:
Molecular weight ... 131.20 g mol⁻¹
Relative energy (zero: lowest compared OMol25 entry of this formula, charge and spin) ... 525.0 kJ/mol

Here are the Mulliken charges for atoms 1 to 4, given in e:
1. C -0.6079
2. C -0.4834
3. C -0.0453
4. C 0.3026

***

These records have calculated total energy values of -25844.7073, -31657.9426, -17057.3097, -21147.6969, -19699.5446, -19698.6257, -19702.3976, -19698.4585, -19702.3168, -19698.8622 eV, in the order they appear.
These records have LUMO energy values of 5.21, -10.64, 0.45, 0.13, -0.06, -0.10, 0.86, 0.79, 0.75, -0.47 eV, in the order they appear.